No. 1
The following is a DFT calculation (the ωB97M-V functional and the def2-TZVPD basis) of a molecular structure, C20H39N5NaO5.

Properties
Net charge ... +1
F_max ... 0.41 eV/A
Energy relative to the best compared isomer or geometry (same formula, charge and spin) ... 0.0 kJ/mol
Gap between HOMO and LUMO (spin up / spin down) ... 6.81 / 8.81 eV
Lowest unoccupied orbital energy (spin up / spin down) ... -3.491 / -2.638 eV
E_tot ... -1597.52759 a.u.
Highest occupied orbital energy (spin up / spin down) ... -10.305 / -11.452 eV

Structure (XYZ):
```
70
Properties=species:S:1:pos:R:3:forces:R:3
Na -0.85618 -1.73453 0.37799 0.1 0.3 0.3
C 0.56684 0.92081 3.93188 0.0 0.1 0.0
C 1.68486 0.96631 2.89867 0.0 -0.1 -0.1
C 1.67065 2.23065 2.03247 0.0 0.0 0.0
C 0.43830 2.80115 1.29442 0.0 0.0 0.0
C -0.69227 3.29402 2.18954 0.0 0.0 0.0
C 0.99139 3.95305 0.44904 0.0 0.0 0.0
N -0.13611 1.73367 0.37707 0.0 0.0 0.0
C -0.96755 2.23607 -0.76569 0.0 0.0 0.0
C -2.26857 1.47051 -0.87698 0.0 0.0 0.1
N -2.12926 0.01723 -1.00559 0.1 0.1 -0.1
C -3.19514 -0.57806 -0.18757 0.0 0.0 0.0
C -2.90090 -0.52842 1.34482 0.0 0.0 0.0
O -3.77059 -0.96309 2.07259 0.0 0.0 0.0
O -1.73312 -0.09011 1.68832 0.1 0.0 -0.2
C -2.11433 -0.50764 -2.39687 0.0 0.0 0.0
C -1.49647 0.45062 -3.41002 0.0 0.0 0.0
C -1.48474 -1.91902 -2.47652 -0.1 0.0 0.0
C 0.05066 -2.17273 -2.46812 0.0 0.1 -0.1
C 0.70384 -1.88148 -3.82493 0.0 0.0 0.0
C 0.25963 -3.65434 -2.15852 0.0 0.0 0.0
N 0.64765 -1.34121 -1.39029 0.0 0.0 0.1
C 2.03651 -1.57436 -1.00366 0.1 0.1 -0.1
C 2.87564 -0.44982 1.19049 0.0 -0.1 0.1
N 1.76874 -0.32364 2.12597 0.1 0.0 0.0
C 1.57806 -1.47098 2.88289 -0.2 -0.1 0.0
C 0.63804 -4.18696 2.08800 -0.1 0.0 0.0
O 1.19867 -4.76383 2.90641 0.1 -0.1 0.1
O 0.06524 -3.61776 1.24673 0.0 -0.2 -0.1
H 0.43005 1.91820 4.34783 0.0 0.0 0.0
H 0.81912 0.26636 4.76330 0.0 0.0 0.0
H -0.37416 0.58670 3.49473 0.0 0.0 0.0
H 2.63693 1.03142 3.44419 0.0 0.0 0.0
H 2.46901 2.16000 1.29075 0.0 0.0 0.0
H 1.98042 3.02966 2.71023 0.0 0.0 0.0
H -0.29847 3.98574 2.93393 0.0 0.0 0.0
H -1.20038 2.47869 2.69947 0.0 0.0 0.0
H -1.43186 3.84164 1.60173 0.0 0.0 0.0
H 1.55269 4.62138 1.10102 0.0 0.0 0.0
H 0.21303 4.55097 -0.02027 0.0 0.0 0.0
H 1.67465 3.58683 -0.31972 0.0 0.0 0.0
H -0.71690 1.02908 0.92589 0.0 0.0 0.0
H 0.66649 1.23471 -0.01830 0.0 0.0 0.0
H -0.36049 2.18085 -1.66638 0.0 0.0 0.0
H -1.20639 3.28144 -0.59402 0.0 0.0 0.0
H -2.87184 1.90857 -1.67966 0.0 0.0 0.0
H -2.82074 1.66407 0.04343 0.0 0.0 0.0
H -3.37211 -1.61948 -0.46918 0.1 0.0 0.0
H -4.15921 -0.08123 -0.34775 0.0 0.0 0.0
H -3.15866 -0.64851 -2.71412 0.0 0.0 0.0
H -0.46391 0.71354 -3.17850 0.0 0.0 0.0
H -2.06547 1.37325 -3.50333 0.0 0.0 0.0
H -1.49934 -0.02342 -4.39109 0.0 0.0 0.0
H -1.86603 -2.37303 -3.39497 0.0 0.0 0.0
H -1.93381 -2.52662 -1.68124 0.0 0.0 0.0
H 0.18963 -2.42201 -4.62051 0.0 0.0 0.0
H 1.74177 -2.21835 -3.82699 0.0 0.0 0.0
H 0.69769 -0.82363 -4.07646 0.0 0.0 0.0
H -0.29458 -4.25953 -2.87587 0.0 0.0 0.0
H -0.09191 -3.92038 -1.16079 0.0 0.0 0.0
H 1.31112 -3.93531 -2.23998 0.0 0.0 0.0
H 0.63768 -0.37985 -1.72048 -0.1 0.0 0.1
H 2.72654 -1.63517 -1.85381 0.0 0.0 0.0
H 2.13460 -2.47303 -0.39604 0.0 0.0 0.0
H 3.61106 0.34542 1.31223 0.0 0.0 0.0
H 3.36690 -1.41037 1.34171 0.1 0.0 0.0
H 0.76635 -1.48626 3.59052 0.0 0.0 0.0
H 2.38869 -2.18270 2.98828 0.0 0.0 -0.1
O 2.28820 0.72555 -0.76248 0.0 0.0 0.0
N 2.45419 -0.41129 -0.20983 0.0 0.0 -0.2
```
Forces are in eV/Å.


No. 2
The following is a DFT calculation (the ωB97M-V functional and the def2-TZVPD basis) of a molecular structure, C20H39N7O2S3Se2Tc.

Properties
Net charge ... +2
F_max ... 1.01 eV/A
Energy relative to the best compared isomer or geometry (same formula, charge and spin) ... 89.5 kJ/mol
Gap between HOMO and LUMO (spin up / spin down) ... 6.74 / 6.45 eV
Lowest unoccupied orbital energy (spin up / spin down) ... -5.712 / -5.835 eV
E_tot ... -7397.00231 a.u.
Spin multiplicity ... 2
⟨S²⟩ ... 0.761
Highest occupied orbital energy (spin up / spin down) ... -12.447 / -12.280 eV

Structure (XYZ):
```
74
Properties=species:S:1:pos:R:3:forces:R:3
Tc 0.17688 -0.63134 -0.30277 -0.6 0.7 0.5
C -2.53646 4.01374 -3.56831 0.0 0.0 0.1
S -2.08218 2.40994 -4.25636 -0.1 0.0 -0.1
C -1.54998 1.44282 -2.90095 0.0 0.0 0.1
S -2.24393 1.81739 -1.30555 0.0 0.1 -0.1
N -0.80671 0.47164 -3.26264 0.3 -0.1 0.2
N -0.33464 -0.51176 -2.38766 -0.1 0.2 -0.3
C -0.11923 -1.60691 -3.03754 0.1 -0.3 0.0
C 0.46545 -2.72752 -2.33152 -0.2 0.3 -0.2
C 0.78041 -3.92066 -2.96715 0.0 -0.1 0.0
C 1.38058 -4.92779 -2.23641 0.0 0.0 -0.1
C 1.64024 -4.69984 -0.89134 0.0 0.0 0.1
C 1.29039 -3.49250 -0.31947 0.0 0.1 -0.1
N 0.70576 -2.50309 -1.01963 0.2 -0.3 0.1
H -2.96377 4.55194 -4.41310 0.0 0.0 0.0
H -1.65948 4.54620 -3.21010 0.0 0.0 0.0
H -3.28626 3.93056 -2.78915 0.0 0.0 0.0
H -0.34327 -1.65518 -4.09844 0.0 0.0 0.0
H 0.56256 -4.03604 -4.02070 0.0 0.0 0.0
H 1.64677 -5.86732 -2.70045 0.0 0.0 0.0
H 2.11367 -5.45522 -0.27966 0.0 0.0 0.0
H 1.47130 -3.29110 0.72721 0.0 0.0 0.0
O -3.05219 2.21889 3.83349 0.0 0.0 0.0
C -2.03600 3.21247 3.75047 -0.1 0.0 0.0
C -0.94157 2.70305 2.81459 0.0 -0.1 -0.1
C 0.19635 3.72057 2.85393 0.1 0.0 -0.1
O 1.18437 3.28893 1.92441 0.0 0.0 0.1
C -1.53460 2.62453 1.40939 0.0 0.0 0.0
Se -0.38606 1.88675 -0.02097 0.0 -0.4 -0.2
C -0.38912 1.36865 3.31453 0.0 0.0 0.0
Se -1.46142 -0.25469 3.06280 0.0 0.1 0.1
H -3.67302 2.46716 4.52654 0.0 0.0 0.0
H -1.59570 3.39883 4.73499 0.0 0.0 0.0
H -2.44557 4.15530 3.37345 0.0 0.0 0.0
H 0.61070 3.77449 3.86514 0.0 0.0 0.0
H -0.18575 4.71015 2.58242 0.0 0.0 0.0
H 1.91012 3.92105 1.90466 0.0 0.0 0.0
H -1.78986 3.62122 1.04912 0.0 0.0 0.0
H -2.43174 2.00816 1.43169 0.0 0.0 0.0
H -0.17218 1.43700 4.38004 0.0 0.0 0.0
H 0.53486 1.14471 2.78697 0.0 0.0 0.0
C 4.98221 -0.75643 1.64506 0.0 0.0 0.0
C 4.03946 0.43758 1.56450 -0.1 0.0 0.0
N 2.68438 0.07556 1.15268 0.1 -0.1 -0.1
C 2.23161 -0.10367 -0.09637 0.2 -0.1 0.0
S 0.06360 -1.46417 2.01068 0.1 0.0 -0.3
N 3.13675 0.10896 -1.05414 -0.1 0.0 0.0
C 2.95305 -0.04446 -2.49156 0.0 0.0 0.1
C 3.72031 -1.23891 -3.03461 0.0 0.0 0.0
H 5.98263 -0.43523 1.93422 0.0 0.0 0.0
H 5.05564 -1.27456 0.68693 0.0 0.0 0.0
H 4.62909 -1.47220 2.38752 0.0 0.0 0.0
H 4.42779 1.20442 0.89112 0.0 0.0 0.0
H 3.94960 0.91928 2.53773 0.0 0.0 0.0
H 2.05775 -0.24803 1.87469 0.0 0.1 0.0
H 4.08814 0.30587 -0.77817 0.0 0.0 0.0
H 3.27229 0.87680 -2.98153 0.0 0.0 0.0
H 1.89287 -0.14903 -2.67163 -0.1 0.0 0.0
H 4.79631 -1.11669 -2.90237 0.0 0.0 0.0
H 3.53306 -1.35611 -4.10269 0.0 0.0 0.0
H 3.41599 -2.15627 -2.52516 0.0 0.0 0.0
N -4.59040 -1.28328 1.23253 0.0 0.0 0.0
C -4.19565 -2.37288 0.25618 -0.1 0.0 0.1
C -3.18121 -1.84013 -0.75161 0.0 0.1 0.0
N -2.08994 -1.16740 -0.06728 0.2 0.0 0.0
H -5.21175 -1.64219 1.95954 0.0 0.0 0.0
H -5.07372 -0.51404 0.76397 0.0 0.0 0.0
H -3.75332 -0.88945 1.70321 0.0 0.0 0.0
H -5.10459 -2.74121 -0.21492 0.0 0.0 0.0
H -3.76228 -3.16554 0.86458 0.0 0.0 0.0
H -3.64812 -1.14567 -1.45390 0.0 0.0 0.0
H -2.81961 -2.68998 -1.33196 0.0 0.0 0.0
H -1.77578 -1.68987 0.75465 -0.1 0.0 0.0
H -2.35585 -0.23626 0.23218 -0.1 0.0 0.0
```
Forces are in eV/Å.